# 1
Entry from the OMol25 dataset: a 5-piece molecular cluster, C21H18BF32O11S overall at a distorted geometry (ωB97M-V/def2-TZVPD).

2S+1 = 1
charge = -1
HOMO level = -5.064 eV
total energy = -5257.5728 Eh

```
84
Properties=species:S:1:pos:R:3:forces:R:3:mulliken_charge:R:1
O 2.46388 -3.45808 -1.53635 -2.825 2.344 -1.900 -0.58
C 1.41166 -3.37539 -2.22704 1.121 -8.220 0.045 0.50
O 0.79832 -4.55712 -2.66130 1.083 5.922 1.228 -0.74
O 0.77612 -2.15068 -2.67392 -0.197 -0.350 2.511 -0.06
S 0.19700 -1.20680 -1.40739 2.724 2.342 1.933 0.61
O 1.27034 -0.95710 -0.35992 -3.057 -1.331 -2.823 -0.50
O -1.01608 -2.04851 -0.53521 -0.342 -0.940 -2.401 -0.31
B -2.00959 -2.58594 -1.43035 -0.189 -1.187 -0.302 0.67
O -2.40786 -1.92918 -2.64626 0.800 -1.640 1.632 -0.60
O -2.59656 -3.87852 -1.10302 2.069 1.680 -0.948 -0.59
H -2.55173 -2.64953 -3.30658 -0.108 0.813 0.666 0.29
H -1.81029 -4.48835 -1.14564 -0.917 0.480 0.368 0.34
C 3.67787 2.05222 0.54290 0.432 -0.777 -0.254 -0.73
C 2.23137 2.59016 0.56546 0.144 -0.838 0.638 0.90
C 2.05958 4.06819 0.21278 -0.697 0.516 -0.454 0.03
F 2.73519 4.89658 1.03101 0.069 -0.043 0.070 -0.23
F 0.75012 4.42723 0.30986 0.050 -0.318 -0.009 -0.28
F 1.67417 2.30143 1.76628 0.019 0.351 -0.078 -0.26
F 1.53096 1.86830 -0.35314 0.272 0.644 -0.167 -0.30
O 4.38888 1.98970 1.79344 -0.180 1.603 0.373 -0.37
C 5.00975 3.17296 2.25297 -0.194 -1.373 -1.629 0.77
C 4.35344 3.73972 3.51951 -0.236 0.135 0.556 0.55
F 3.02894 3.93997 3.36235 0.252 -0.168 -0.090 -0.23
F 4.89446 4.94228 3.84632 0.294 -0.042 -0.259 -0.30
F 5.06783 4.06355 1.24184 0.191 0.325 0.478 -0.29
F 6.29346 2.84066 2.52743 -0.224 0.158 0.456 -0.31
H 3.60098 1.00408 0.23775 -0.221 0.106 0.218 0.44
H 4.28054 2.52430 -0.23746 -0.167 0.219 0.192 0.30
H 2.37563 4.26802 -0.81531 0.078 -0.212 0.003 0.29
H 4.49106 3.06307 4.36093 0.243 -0.046 -0.264 -0.02
C -6.50122 -2.46174 -0.51779 -0.035 -0.737 0.395 -0.80
C -6.32879 -1.87368 -1.93454 -0.798 -0.141 0.219 0.92
C -5.33585 -0.71867 -2.06682 0.891 0.346 -0.595 0.71
F -5.64859 0.34291 -1.29886 -0.215 -0.010 0.086 -0.24
F -5.30789 -0.26232 -3.34838 -0.232 -0.365 0.041 -0.29
F -7.54962 -1.53370 -2.41914 0.135 0.151 -0.019 -0.29
F -5.88206 -2.88958 -2.73112 0.287 0.250 0.231 -0.30
O -7.60686 -1.98859 0.27427 0.351 1.498 -0.172 -0.43
C -7.43603 -0.77330 0.97669 0.947 -1.860 -0.217 0.80
C -8.31900 0.36037 0.43560 -0.460 0.493 -0.283 0.20
F -8.14295 0.55998 -0.88668 -0.017 -0.235 0.225 -0.20
F -8.02479 1.53250 1.05095 0.153 -0.270 0.244 -0.26
F -6.12735 -0.45827 1.00410 -0.368 0.456 0.184 -0.27
F -7.78109 -1.03124 2.25981 -0.379 0.340 -0.211 -0.30
H -6.72330 -3.52322 -0.66042 -0.115 0.224 -0.127 0.42
H -5.56702 -2.44853 0.04950 -0.065 0.268 -0.170 0.38
H -4.32128 -1.03865 -1.81476 -0.170 -0.175 -0.028 -0.26
H -9.37506 0.13981 0.60263 0.052 -0.194 0.139 0.22
C 1.27856 -0.32180 -7.87879 0.557 0.011 -0.624 -0.75
C 0.95628 0.35141 -6.52771 -0.417 0.411 -0.657 0.89
C 0.44372 -0.57177 -5.42195 0.095 -0.307 1.276 0.23
F -0.68842 -1.21901 -5.75088 -0.003 0.094 -0.223 -0.28
F 0.15748 0.14656 -4.30505 0.218 0.325 -0.407 -0.26
F 0.10369 1.38313 -6.74460 -0.013 -0.149 0.132 -0.29
F 2.11867 0.91692 -6.08222 -0.017 -0.411 0.077 -0.33
O 0.27037 -0.28068 -8.90500 -1.034 -0.567 0.897 -0.41
C -0.75706 -1.25168 -8.85167 2.002 0.050 0.034 0.76
C -2.13329 -0.65098 -8.53085 -0.676 0.365 0.180 0.21
F -2.12216 0.07550 -7.39507 0.203 -0.077 -0.287 -0.18
F -3.05523 -1.63018 -8.36046 0.318 -0.186 -0.210 -0.26
F -0.39565 -2.23118 -8.00230 -0.568 -0.007 -0.187 -0.26
F -0.79604 -1.82223 -10.07872 -0.438 0.291 0.051 -0.30
H 2.10540 0.25161 -8.30814 -0.253 0.116 0.095 0.42
H 1.67883 -1.33081 -7.75034 -0.295 0.060 0.201 0.35
H 1.19688 -1.31562 -5.14519 0.088 0.052 -0.133 0.22
H -2.46835 -0.00009 -9.34080 0.183 -0.068 -0.150 0.22
C 4.50545 1.25133 8.40143 0.131 0.850 -0.020 -0.69
C 4.32020 -0.01892 9.25901 -0.864 0.593 -0.057 0.85
C 4.82400 -1.32572 8.64477 0.387 -0.948 0.172 0.10
F 4.23687 -1.62701 7.47489 -0.025 0.169 0.064 -0.20
F 4.56297 -2.36867 9.47897 -0.014 0.342 0.209 -0.29
F 3.01972 -0.11560 9.62339 0.202 -0.204 -0.111 -0.27
F 5.01763 0.18292 10.41804 0.303 -0.175 -0.309 -0.33
O 3.38904 1.69444 7.61118 -0.040 -1.337 -0.543 -0.38
C 3.18968 1.07304 6.35516 1.287 0.850 0.936 0.77
C 1.91681 0.21599 6.30264 -0.795 -0.437 -0.259 0.20
F 1.88122 -0.70653 7.28796 0.160 0.301 0.040 -0.23
F 1.84330 -0.45826 5.13218 0.339 0.367 0.069 -0.23
F 4.30304 0.39169 6.02010 -0.397 -0.104 -0.331 -0.30
F 3.08759 2.07822 5.45478 -0.614 -0.411 0.291 -0.29
H 4.65910 2.06997 9.11061 -0.219 -0.199 0.019 0.42
H 5.42575 1.21919 7.81216 -0.176 -0.294 -0.015 0.33
H 5.90659 -1.29740 8.48873 -0.006 0.224 0.056 0.28
H 1.02667 0.84098 6.39671 0.140 0.221 -0.006 0.24
```
Positions in Å, forces in eV/Å.

=====

# 2
Entry from the OMol25 dataset: C21H18BN3S4SeW as an isolated structure (ωB97M-V/def2-TZVPD).

2S+1 = 1
energy relative to the best compared isomer or geometry (same formula, charge and spin) = 15.8 kJ/mol
charge = +2
HOMO level = -14.629 eV
total energy = -5060.8757 Eh

```
49
Properties=species:S:1:pos:R:3:forces:R:3:mulliken_charge:R:1
W -0.24489 0.32102 -0.13817 -0.302 -0.411 0.019 0.18
S -1.44944 2.24203 0.38309 -0.141 0.250 -0.181 -0.07
C -3.17014 1.97735 0.55802 0.054 -0.071 -0.024 0.94
C -4.02017 3.06476 0.73712 0.017 0.008 -0.005 -0.70
C -5.37614 2.83068 0.89879 -0.026 -0.026 0.004 -0.70
C -5.88162 1.53401 0.90414 -0.005 0.028 0.002 -0.61
C -5.03645 0.44427 0.75112 0.016 -0.031 0.002 -0.61
C -3.68634 0.68970 0.56002 0.093 -0.012 -0.011 0.43
S -2.51426 -0.61522 0.39997 -0.213 -0.021 -0.014 -0.03
C -2.87324 -1.32198 -1.24074 0.047 0.016 0.040 -0.81
C -1.70028 -2.20233 -1.53128 -0.069 0.038 0.058 0.88
C -1.85901 -3.37222 -2.24106 0.027 0.021 -0.024 -1.06
C -0.75534 -4.17514 -2.47909 -0.003 0.045 0.020 -0.59
C 0.45731 -3.79804 -1.93713 -0.013 -0.010 0.060 -1.11
C 0.54866 -2.63141 -1.20052 0.025 0.037 -0.002 0.79
C 1.83007 -2.28782 -0.52251 -0.023 0.030 -0.018 -1.05
S 2.10134 -0.49266 -0.57367 0.282 -0.139 -0.061 -0.20
C 2.81634 -0.24885 1.03037 -0.107 0.012 -0.017 0.31
C 4.16081 0.04462 1.16708 0.016 -0.017 -0.039 -0.63
C 4.68137 0.17814 2.44858 0.000 -0.001 0.012 -0.72
C 3.86100 0.01610 3.55452 0.005 0.007 0.001 -0.57
C 2.50689 -0.27163 3.41116 0.057 -0.015 0.027 -0.87
C 1.97791 -0.38959 2.13769 -0.058 -0.123 -0.063 1.21
S 0.24075 -0.70458 1.92762 0.175 0.247 0.064 -0.18
N -0.50790 -1.80462 -1.02344 0.075 -0.033 -0.048 0.41
H -3.62626 4.07242 0.74788 0.010 0.004 0.000 0.50
H -6.04827 3.66720 1.03072 0.001 0.008 0.000 0.42
H -6.94113 1.36927 1.04142 -0.007 -0.002 0.003 0.42
H -5.42712 -0.56421 0.78569 0.002 -0.014 0.005 0.47
H -2.98527 -0.50487 -1.95479 -0.002 0.002 0.019 0.29
H -3.79608 -1.89594 -1.18143 0.000 0.014 0.026 0.69
H -2.83840 -3.64030 -2.61111 -0.013 -0.006 -0.006 0.53
H -0.84245 -5.08070 -3.06331 -0.011 -0.011 -0.001 0.48
H 1.34174 -4.40332 -2.07494 0.004 -0.003 -0.005 0.50
H 2.67849 -2.78458 -0.98876 0.000 0.035 -0.020 0.61
H 1.77671 -2.57764 0.52897 0.029 0.001 -0.015 0.43
H 4.79069 0.16679 0.29570 0.001 0.005 -0.006 0.51
H 5.72916 0.40908 2.57845 0.005 0.003 -0.002 0.45
H 4.27264 0.12526 4.54852 0.000 0.000 0.006 0.43
H 1.87644 -0.37671 4.28363 -0.024 -0.014 -0.006 0.49
Se -0.52629 0.96249 -2.55446 -0.126 0.091 -0.039 0.14
C 0.16134 -0.46853 -3.48517 0.121 0.048 0.011 0.35
N 0.57804 -1.38047 -4.05070 0.024 -0.029 -0.007 -0.37
B 2.45543 3.94275 -0.70056 -0.100 -0.121 0.110 0.20
C 1.68563 2.78250 -0.13572 0.062 -0.108 -0.010 0.27
N 1.02943 1.82651 0.09161 0.015 0.145 0.244 -0.40
H 2.06854 4.98038 -0.25994 -0.005 0.097 0.017 -0.04
H 3.62465 3.69479 -0.72159 0.093 -0.001 -0.020 -0.05
H 1.94837 3.70507 -1.81089 -0.008 0.022 -0.105 0.02
```
Positions in Å, forces in eV/Å.

=====

# 3
Entry from the OMol25 dataset: C21H18BrN5O3SSeW as an isolated structure at a distorted geometry (ωB97M-V/def2-TZVPD).

2S+1 = 1
energy relative to the best compared isomer or geometry (same formula, charge and spin) = 57.0 kJ/mol
charge = +2
HOMO level (alpha / beta) = -12.891 / -12.891 eV
total energy = -6750.8384 Eh

```
51
Properties=species:S:1:pos:R:3:forces:R:3:mulliken_charge:R:1
W -0.13408 0.05282 -0.21070 -0.922 -0.797 0.123 1.07
Se -6.59517 1.31295 3.94803 0.109 -0.007 -0.084 0.37
N -5.00889 2.11020 3.93180 -0.052 -0.078 -0.017 -0.83
C -4.27886 1.48776 3.03994 -0.210 0.041 0.119 0.93
C -2.91174 1.85657 2.73007 0.296 0.135 -0.022 0.29
C -2.23801 2.92249 3.34254 -0.411 -0.143 0.065 -0.50
C -0.94451 3.18856 2.98514 0.423 0.035 -0.155 -1.09
C -0.32287 2.39583 2.02171 -0.208 0.292 0.268 0.24
N -0.94381 1.39127 1.41451 -0.091 -0.275 -0.230 0.09
C -2.23495 1.11697 1.76807 0.397 0.173 0.010 0.13
C -2.86921 0.01185 1.08622 0.001 -0.260 -0.320 -0.36
N -2.11541 -0.64110 0.15728 0.108 0.216 0.469 -0.19
C -2.65856 -1.63516 -0.53205 -0.333 -0.204 -0.050 0.24
C -3.98300 -2.02911 -0.34405 0.280 -0.130 -0.256 -0.95
C -4.74602 -1.39633 0.59957 -0.147 0.242 0.298 -0.51
C -4.18481 -0.34677 1.34329 0.037 -0.224 -0.227 0.29
C -4.90924 0.39957 2.35306 -0.203 0.031 0.109 0.91
N -6.14875 0.14307 2.68940 0.026 0.064 0.074 -0.83
H -2.75135 3.51455 4.08927 -0.023 -0.017 -0.005 0.59
H -0.39471 4.00006 3.44045 0.011 -0.011 -0.018 0.46
H 0.69772 2.59048 1.73704 0.024 0.022 0.003 0.42
H -2.02424 -2.12184 -1.25732 0.007 -0.010 0.019 0.25
H -4.38840 -2.83420 -0.94005 0.023 0.007 -0.011 0.47
H -5.77349 -1.68439 0.77953 -0.001 0.025 0.026 0.58
O 5.45109 1.41857 2.43066 -0.108 0.010 -0.079 -0.48
C 4.26092 1.05548 1.96706 0.195 -0.017 0.139 0.95
C 3.55090 -0.05311 2.43766 -0.083 0.019 -0.041 -0.69
C 2.32787 -0.33724 1.88101 -0.053 -0.048 0.020 -0.64
N 1.77336 0.40971 0.90892 0.126 0.152 -0.302 0.12
C 2.47797 1.47516 0.47992 -0.190 -0.256 -0.048 0.09
Br 1.58150 2.39511 -0.89676 0.718 0.646 -0.135 0.01
C 3.70768 1.84155 0.95314 -0.082 0.069 -0.072 -0.54
H 5.76582 0.82734 3.12590 0.056 -0.010 0.044 0.32
H 3.94694 -0.68244 3.22298 0.001 -0.001 0.002 0.37
H 1.75185 -1.19153 2.21471 0.006 -0.003 -0.009 0.55
H 4.23726 2.70010 0.56671 0.005 -0.003 0.006 0.52
O 0.27323 -1.98683 -0.10636 -0.316 0.067 0.086 -0.66
S 1.47911 -2.56508 -0.91592 0.422 -0.142 -0.027 0.35
C 1.34243 -4.34354 -0.59490 -0.036 0.055 -0.018 -0.78
C 0.42099 -4.90706 -1.67082 -0.008 -0.010 0.019 -0.47
C 0.82883 -4.19864 -2.95706 0.010 -0.012 0.013 -0.72
C 0.87410 -2.70845 -2.62646 0.023 0.007 -0.019 -0.41
H 0.99295 -4.44308 0.43196 0.022 -0.003 0.006 0.35
H 2.35393 -4.74613 -0.66924 0.017 0.030 -0.012 0.47
H -0.61998 -4.69021 -1.42186 0.000 -0.007 -0.005 0.24
H 0.52790 -5.98829 -1.74107 0.003 0.002 0.011 0.38
H 0.13772 -4.38166 -3.77843 -0.011 0.010 0.009 0.35
H 1.81394 -4.54191 -3.27802 -0.009 -0.003 -0.013 0.32
H -0.11316 -2.24575 -2.60240 0.000 0.008 -0.019 0.17
H 1.51382 -2.11363 -3.27461 0.016 0.009 0.027 0.49
O -0.30035 0.24841 -1.87505 0.139 0.302 0.230 -0.73
```
Positions in Å, forces in eV/Å.

=====

# 4
Entry from the OMol25 dataset: one molecule with the formula C21H18N2O4S at a distorted geometry (ωB97M-V/def2-TZVPD).

2S+1 = 1
energy relative to the best compared isomer or geometry (same formula, charge and spin) = 51.9 kJ/mol
charge = 0
HOMO level = -8.334 eV
total energy = -1619.7780 Eh

```
46
Properties=species:S:1:pos:R:3:forces:R:3:mulliken_charge:R:1
O 2.58393 0.78372 6.59396 0.703 0.666 -1.247 -0.60
C 3.12514 1.29728 5.62188 -1.128 -0.851 0.699 0.48
O 4.26142 2.01664 5.75970 -0.601 -0.258 -0.818 -0.44
C 2.58834 1.17816 4.21723 -0.859 -0.600 0.304 0.15
C 3.24355 1.77714 3.13343 -0.031 0.235 -1.551 -0.67
C 2.74406 1.66484 1.83808 0.267 -0.046 1.260 -1.01
C 1.55626 0.93894 1.58564 -0.198 -0.087 -0.068 0.71
C 1.02524 0.80519 0.27839 -1.011 -0.497 0.000 -0.56
C -0.15219 0.08496 0.05420 1.533 0.524 -0.014 0.05
C -0.66785 -0.07986 -1.34819 -0.529 1.733 -0.372 0.42
O -0.96002 0.90714 -2.02245 0.339 -0.981 0.194 -0.65
N -0.80858 -1.36782 -1.73083 0.314 -0.917 0.740 -0.03
C -1.27829 -1.93656 -2.90512 -0.417 0.340 -1.048 -0.26
C -1.72083 -1.21751 -3.97479 -0.278 -0.364 -0.733 0.04
C -2.18631 -1.90776 -5.16236 0.526 0.064 1.288 -1.07
C -2.15458 -3.25293 -5.14215 -0.197 -1.023 -0.635 -0.03
N -1.71794 -4.02347 -4.07943 0.248 0.380 1.059 0.07
C -1.71050 -5.50957 -4.11192 -0.124 -0.494 -1.042 -0.37
C -0.74458 -6.05385 -5.18749 0.222 0.019 0.042 -0.77
C -1.03770 -7.54658 -5.35494 0.225 0.360 0.382 -0.60
S -2.83484 -7.68569 -5.26702 -0.440 -0.352 -0.225 -0.18
C -3.10022 -6.12223 -4.39668 -0.167 0.389 0.065 -0.77
C -1.26515 -3.41583 -2.91662 0.307 0.278 0.874 0.82
O -0.86762 -4.03887 -1.92263 -0.274 0.172 -0.754 -0.78
C -0.81068 -0.51596 1.13263 0.188 -0.180 1.526 -0.41
C -0.31325 -0.40051 2.42837 -0.224 0.064 -1.140 -1.05
C 0.87688 0.32486 2.67841 0.202 0.124 0.044 0.83
C 1.41009 0.45654 3.98477 0.857 0.520 0.187 -0.45
H 4.42224 1.96840 6.70133 0.353 0.120 0.667 0.34
H 4.15441 2.34232 3.28364 -0.039 -0.046 0.130 0.43
H 3.26292 2.13524 1.01558 0.037 0.031 -0.047 0.42
H 1.54395 1.27505 -0.54646 -0.045 -0.010 -0.088 0.46
H -0.50325 -2.04464 -1.04210 -0.052 -0.240 -0.184 0.28
H -1.73498 -0.13576 -3.97677 0.108 -0.086 0.280 0.56
H -2.53553 -1.35427 -6.02461 0.037 -0.191 0.097 0.40
H -2.47101 -3.85188 -5.98622 -0.050 0.105 -0.067 0.37
H -1.38344 -5.94058 -3.16156 0.033 0.822 0.038 0.42
H -0.86613 -5.53864 -6.14175 -0.260 0.010 -0.015 0.33
H 0.29143 -5.87749 -4.89173 0.000 -0.048 0.119 0.33
H -0.66511 -7.94486 -6.29986 -0.132 0.072 0.074 0.41
H -0.62049 -8.13778 -4.53778 0.182 0.115 -0.080 0.31
H -3.65649 -6.28880 -3.47287 0.149 -0.039 0.002 0.37
H -3.73271 -5.49348 -5.02347 0.174 0.148 -0.031 0.36
H -1.72369 -1.07489 0.97432 -0.024 -0.017 -0.074 0.49
H -0.83374 -0.86602 3.25288 -0.040 -0.018 0.052 0.42
H 0.88464 -0.01449 4.80563 0.116 0.057 0.108 0.44
```
Positions in Å, forces in eV/Å.